(1)
DFT (ωB97M-V/def2-TZVPD) results for a 9-piece molecular cluster, C29H64F15N4O23S5 overall.

The geometry in XYZ format:
```
140
C29H64F15N4O23S5 (ωB97M-V/def2-TZVPD)
S -5.8768 6.4146 1.1192
S -4.0751 -1.8735 0.3273
S 2.9649 0.5357 0.9705
S 4.0098 -5.6431 -1.2520
S 0.7627 3.9753 -3.9294
F 5.1974 -0.7588 0.1080
F -8.1305 6.3043 -0.4481
F -4.4690 -3.0834 -2.1321
F -6.5719 7.4871 -1.3343
F -3.6451 -1.1267 -2.3125
F 2.8367 -4.6783 0.9399
F 3.6358 -2.0771 0.9040
F -5.7195 -1.3700 -1.8232
F -0.9907 4.1244 -5.9966
F 4.7978 -0.8782 2.2369
F 2.8220 -6.8569 0.8878
F -6.4760 5.3085 -1.2849
F 1.4357 -5.7180 -0.3755
F -1.4088 2.5470 -4.6401
F -1.9125 4.5430 -4.0803
O -0.0473 3.6683 1.2950
O -4.4337 -0.4985 0.6789
O 3.5712 -4.4088 -2.0011
O 0.8753 5.4159 -3.6769
O -5.1635 7.6867 1.0967
O 1.6523 3.3723 -4.8758
O 0.5804 3.1802 -2.7140
O -2.6258 -2.1825 0.3353
O 0.0925 -3.1263 4.0321
O -4.9537 -2.9107 0.8375
O -0.2140 -4.0286 -4.4622
O -5.0390 5.2325 0.9791
O 3.7653 1.6837 1.4248
O 0.7194 -1.8333 -2.4228
O 3.8007 -6.8618 -2.0305
O -0.3389 -3.6326 9.0807
O 3.5501 -0.3914 -4.3615
O -1.8733 6.3463 -0.6541
O -6.9993 6.4189 2.0917
O 5.2886 -5.5896 -0.5380
O 1.8486 0.0646 1.8246
O -1.9969 2.6690 -0.6902
O 2.6709 0.5554 -0.4757
N 0.7196 5.1293 -0.7458
N 2.6311 -3.2864 -4.0917
N -0.1807 -3.9429 6.4094
N -0.0585 0.8127 -1.3661
C -0.3764 -5.1744 7.2290
C -1.5590 -4.2146 -3.9754
C -6.7775 6.4085 -0.5560
C 2.0863 -4.5936 -4.5789
C 1.3024 -2.8344 4.7749
C 4.3469 -1.5127 -3.9902
C -0.7406 7.1158 -1.0646
C 0.4391 6.5799 -0.2905
C 3.8905 -2.7902 -4.7583
C -3.0752 6.7473 -1.2931
C -0.5081 3.3949 2.6598
C 1.2678 -3.5737 6.1237
C -0.6007 0.1789 -2.6313
C 1.3497 3.9452 1.2798
C -0.5749 -1.3419 -2.5927
C -0.9447 0.5926 -0.1395
C 2.7443 -5.7605 0.0620
C -2.2598 1.3475 -0.3399
C -1.0180 3.8037 -4.6997
C -4.5065 -1.8555 -1.5668
C 0.1409 -3.1684 10.3529
C 1.0047 -2.3591 -1.1023
C 3.7833 0.7472 -3.4952
C 0.0158 -2.5751 2.7198
C 0.0544 -4.9641 8.7170
C 4.2046 -0.8326 1.0198
C -3.1478 3.3683 -1.1069
C 0.7487 -4.9503 -4.0173
C 1.8351 4.2735 -0.1467
H -0.5771 6.9901 -2.1291
H 0.5518 -5.9991 -4.3031
H 0.9303 0.5937 -1.1156
H 4.3453 -1.7662 -2.9178
H -0.0246 -3.9287 11.1178
H 0.3039 -1.5468 2.7537
H -1.5923 -4.1950 -2.8562
H 1.1834 -2.8740 10.3038
H -0.3854 0.9413 0.7266
H 1.7513 -4.5418 6.0597
H 1.3368 7.1725 -0.4963
H 0.6313 -3.3699 -1.0993
H -1.6024 0.5669 -2.7931
H 0.4602 -1.7405 -0.4202
H 0.0951 -6.0439 6.7796
H 3.6446 0.5218 -2.4280
H 5.3736 -1.2173 -4.2150
H -1.0311 -2.6661 2.4499
H -3.2713 7.8025 -1.0602
H 0.7840 -4.9276 -2.9295
H 1.5027 4.8546 1.8951
H 2.8410 4.6930 -0.1693
H 1.9048 3.4134 -0.8011
H 4.6590 -3.5542 -4.6345
H -2.7912 0.8508 -1.1422
H -1.0571 -1.6749 -3.5032
H 4.7770 1.1210 -3.7272
H 0.6255 -3.1471 2.0231
H -0.9368 8.1829 -0.7783
H -2.8722 1.2918 0.5589
H -0.1154 4.5777 -0.5697
H -0.6204 -3.1826 6.9219
H 2.8580 -3.4679 -3.0717
H 2.1352 -3.1742 4.1566
H -0.6579 -4.0472 5.4852
H 0.0162 1.8280 -1.6217
H -1.5775 3.4281 2.6639
H -2.1735 -3.4188 -4.3822
H 1.4719 -1.7642 4.8761
H 1.6070 -2.9003 6.9150
H -3.7599 3.7344 -0.2710
H 1.8728 3.0983 1.6583
H 2.0760 -2.3275 -0.9805
H 0.1781 6.5362 0.7601
H 2.0011 -4.4922 -5.6592
H 3.6343 -2.6932 -5.8147
H -0.3699 -5.7056 9.3935
H -1.2352 -1.6614 -1.8112
H -3.0181 6.6368 -2.3884
H -1.4489 -5.3601 7.2005
H 1.1364 -5.0558 8.8679
H -1.8683 -5.2070 -4.2840
H -0.4982 -2.3316 10.6433
H -3.7785 2.6918 -1.6841
H 0.8746 5.1587 -1.7705
H -1.2470 -0.4398 -0.0559
H 2.7400 -5.4458 -4.3455
H -3.8670 6.1294 -0.9128
H 1.8867 -2.5681 -4.0689
H -0.1702 4.1376 3.4054
H 0.0312 0.5537 -3.4407
H 3.0630 1.4776 -3.8599
H -0.0519 2.4708 3.0490
H -2.8388 4.2605 -1.6108
```

- HOMO-LUMO gap (eV) = 6.69
- charge = -1

Löwdin atomic charge list, values in e, 8 entries:
1 S 0.493
2 S 0.509
3 S 0.539
4 S 0.549
5 S 0.531
6 F 0.121
7 F 0.073
8 F 0.086

=====

(2)
DFT (ωB97M-V/def2-TZVPD) results for C29H64HgN5O10 as an isolated structure.

The geometry in XYZ format:
```
109
C29H64HgN5O10 (ωB97M-V/def2-TZVPD)
Hg -2.6706 -22.0982 -4.0518
O -3.8409 -29.1905 0.7131
O -1.7105 -22.4413 -1.4622
O -0.5647 -18.1401 -8.8474
O -4.1974 -20.3733 -4.1808
O -0.6378 -22.7916 -4.5871
O 1.7600 -18.5966 -0.0066
O 1.2889 -20.6111 1.6539
O -1.2589 -20.1341 -3.1386
O -3.0822 -22.1654 -6.3506
O -7.2424 -23.8999 -2.4767
N -2.8297 -24.5522 -3.7372
N -5.7802 -23.5195 0.1783
N -3.3370 -25.7714 -0.4959
N 2.6843 -16.7140 -10.0082
N -4.5571 -22.2900 -2.3830
C 1.2498 -16.9615 -10.0049
C -1.5809 -26.5464 -3.9932
C -4.4537 -20.2698 -0.9699
C -0.8892 -21.5330 -1.1140
C -3.9866 -26.1746 1.6763
C -0.4717 -24.2408 -4.7804
C 0.1578 -21.9892 -5.5039
C -3.3652 -26.8437 0.4623
C -0.2547 -21.7279 0.0915
C -6.8458 -24.4423 -0.0759
C 0.7079 -16.8758 -11.3453
C 0.7142 -20.6803 0.5236
C -8.1269 -23.7241 0.4009
C -7.8485 -24.3594 -3.5978
C -4.0267 -28.0702 -0.1147
C -1.5167 -25.0641 -3.7571
C -1.2096 -19.2761 -8.3773
C -5.1830 -21.0272 -2.1429
C -6.9030 -24.9402 -1.5446
C -5.3331 -23.1831 -6.5914
C -3.8142 -22.4062 -8.6275
C 0.8956 -18.1605 -9.1384
C 0.2083 -19.3744 -1.5917
C -4.8162 -29.4913 1.5983
C -5.3476 -20.2562 -3.4511
C -4.1849 -19.5366 -5.3607
C -0.5624 -20.3793 -2.0398
C -3.9685 -22.8905 -7.2107
C 0.9902 -19.4682 -0.4426
H -4.5898 -19.9981 -6.2613
H -6.0070 -25.4051 -1.9558
H -7.2378 -24.1821 -4.4831
H -6.2090 -21.1576 -1.7989
H -3.2580 -24.9849 -2.9313
H -5.4017 -22.8427 -2.4172
H -3.3858 -25.2952 1.9084
H -3.1236 -19.3945 -5.5645
H -5.0311 -28.7085 2.3257
H -4.1734 -21.3861 -8.7630
H -5.0673 -26.0484 1.6112
H 2.9331 -16.8325 -9.0365
H -3.4490 -20.0022 -1.2972
H -5.8092 -22.5962 -0.2300
H -0.6779 -19.5909 -7.4793
H 0.7415 -16.0937 -9.5846
H -6.1106 -23.5483 -7.2624
H 3.0008 -15.7675 -10.1628
H -3.8207 -26.8308 2.5307
H -4.0319 -22.5583 -1.5631
H -3.1819 -25.2438 -4.3835
H -1.3676 -20.2146 -8.9085
H -5.7296 -29.5998 1.0135
H -0.0880 -20.9286 -5.5571
H -5.8301 -23.3290 1.1689
H -8.0572 -23.2826 1.3951
H -4.5188 -22.8906 -9.3035
H 0.1211 -22.3794 -6.5210
H -6.2956 -20.5223 -3.9185
H 1.1758 -22.1304 -5.1408
H -5.3072 -23.8769 -5.7511
H -2.4025 -27.1403 0.8786
H -1.8138 -26.8834 -5.0033
H -6.6740 -25.2726 0.6091
H 0.7911 -17.7984 -11.9196
H -0.5016 -26.6702 -3.9046
H 1.2866 -16.1607 -11.9300
H -8.8483 -23.9827 -3.8137
H -4.6865 -18.5810 -5.2083
H -8.0954 -25.4194 -3.5392
H -1.2820 -25.0563 -2.6926
H -4.5888 -30.4428 2.0790
H 0.5700 -24.5142 -4.6128
H -8.9203 -24.4602 0.2720
H -5.0940 -28.0062 -0.3261
H -5.3787 -19.1859 -3.2466
H -2.6322 -25.1763 -0.0847
H -3.6915 -23.9388 -7.3224
H -2.1251 -18.8150 -8.0067
H -5.0921 -19.4552 -0.6279
H 1.4726 -18.1635 -8.2136
H -5.7604 -22.2607 -6.1982
H -2.7992 -22.5910 -8.9793
H -4.2593 -20.8956 -0.0988
H -7.5936 -25.7830 -1.5712
H -0.8140 -24.3817 -5.8056
H -3.5523 -28.1350 -1.0939
H -0.6213 -22.5850 0.6368
H -4.0626 -25.0870 -0.6548
H -0.3139 -16.5066 -11.2577
H -2.1299 -27.0754 -3.2141
H -8.4197 -22.8533 -0.1857
H 1.1473 -19.0660 -9.6904
H 0.2790 -18.4850 -2.2002
```

- HOMO-LUMO gap (eV) = 5.47
- charge = -1
- relative energy (zero: lowest compared OMol25 entry of this formula, charge and spin) (kJ/mol) = 0.0

Löwdin atomic charge list, values in e, 8 entries:
1 Hg 1.224
2 O -0.169
3 O -0.142
4 O -0.190
5 O -0.290
6 O -0.347
7 O 0.001
8 O -0.041

=====

| no. | energy (eV) | F_max (eV/Å) |
| --- | --- | --- |
| 1 | -179101.0658 | 3.7 |
| 2 | -63203.0805 | 3.5 |